# 1
Entry from the Open Molecules 2025 dataset: a cluster of 19 separate species, C2H36F6NO22S2 in total in a non-equilibrium geometry (the ωB97M-V functional and the def2-TZVPD basis).

XYZ file:
```
69
C2H36F6NO22S2 | the Open Molecules 2025 dataset | the ωB97M-V functional and the def2-TZVPD basis
H 0.82 -0.05 4.48
H 2.00 -0.15 1.91
F 0.51 -2.53 -0.87
H 5.11 9.27 -1.36
H 4.36 7.97 -1.56
H -6.55 -2.12 0.59
O 1.42 -7.52 3.43
F -1.59 -2.98 -0.29
O 1.82 4.04 -6.18
H 3.38 -0.75 -2.68
O 2.66 -0.51 2.50
S 0.28 1.94 -0.80
O -3.88 -5.11 3.84
O 3.67 -0.83 -1.77
H 1.32 -6.62 3.12
H -1.76 -0.94 -6.47
H -6.72 -5.04 0.08
F -0.20 -1.99 1.05
C -0.57 -2.12 -0.25
H 6.55 1.63 1.73
H 2.56 -7.87 -0.95
H -5.25 -5.34 0.21
O -1.17 -0.40 -2.23
H 2.74 4.88 5.69
O -4.26 6.00 -0.47
H 1.81 3.87 -5.24
H -3.79 6.03 -1.31
H 5.71 1.70 -3.61
O 0.76 2.05 -2.17
H -1.96 2.51 3.04
O 5.97 2.50 -4.06
F 2.83 1.92 -0.11
O 1.80 -7.55 -1.42
H -5.67 2.33 -1.01
H 2.13 -6.83 -1.97
O 0.06 -0.36 4.98
N 0.36 0.50 -0.26
H -1.16 -7.38 0.20
H 5.90 2.65 2.64
O 6.55 1.95 2.64
H -5.92 -0.75 0.50
H -5.10 3.34 -1.97
H -4.44 -4.82 3.12
H 3.26 0.22 2.66
H 3.51 6.09 5.18
F 1.35 2.67 1.44
H -3.56 5.96 0.19
O -5.94 -4.78 0.56
O -5.71 2.61 -1.92
H 5.60 2.42 -4.93
O -2.23 0.00 0.06
C 1.70 2.67 0.13
H -2.62 -7.78 0.15
O -6.77 -1.19 0.54
H 2.44 3.40 -6.53
F 1.90 3.93 -0.26
H 2.88 -0.73 -1.25
H -3.24 -5.69 3.43
H -2.93 -0.22 -5.84
O -1.90 -7.63 0.75
S -1.05 -0.32 -0.80
H 1.92 -7.95 2.74
O -2.88 2.34 2.84
O 2.71 5.84 5.64
O 4.92 8.43 -0.94
O -2.43 -0.28 -6.65
O -0.93 2.68 -0.45
H -2.86 1.93 1.97
H -0.20 -1.17 4.54
```

The value obtained for the energy above the lowest of the compared OMol25 structures with the same formula, charge and spin is 43.6 kcal per mole. For the energy, the calculation gives -87169.4647 eV. Its gap between HOMO and LUMO is 8.84 eV. The HOMO energy is -7.44 eV. The maximum force is 3.71 eV/Å. The total charge is -1.


# 2
Entry from the Open Molecules 2025 dataset: a cluster of 5 separate species, C2H14NO5 in total in a non-equilibrium geometry (the ωB97M-V functional and the def2-TZVPD basis).

XYZ file:
```
22
C2H14NO5 | the Open Molecules 2025 dataset | the ωB97M-V functional and the def2-TZVPD basis
H 2.26 1.43 1.72
H 0.16 -1.13 -2.08
H -1.59 0.65 1.39
H 1.16 0.11 0.23
O -0.62 -1.76 1.34
O 0.71 -0.76 -2.84
O 2.08 2.33 1.37
H -0.24 0.62 0.45
O 1.43 0.72 -0.61
H 1.29 -0.09 -2.33
H -2.36 -1.78 0.49
C -1.41 -1.27 0.30
C -1.29 0.34 0.42
H -1.22 -1.80 -0.65
N -1.83 0.66 -0.89
H 2.17 -1.02 1.32
H 0.36 -1.22 1.51
O 1.51 -0.41 1.56
H -2.09 1.61 -1.19
H -2.62 0.09 -1.00
H 1.66 1.88 0.57
H 0.48 0.80 -1.06
```

The value obtained for the energy above the lowest of the compared OMol25 structures with the same formula, charge and spin is 58.9 kcal per mole. For the energy, the calculation gives -14027.9707 eV. Its gap between HOMO and LUMO is 8.92 eV. The HOMO energy is -5.25 eV. The maximum force is 4.23 eV/Å. The total charge is -1.